# C64H160As3F18N8O8

C64H160As3F18N8O8 as an isolated structure (the ωB97M-V functional and the def2-TZVPD basis, the Open Molecules 2025 dataset).

Results
E_HOMO (eV): -17.75
Net charge: +5
Calculated total energy (eV): -328657.1163
M (u): 1736.76
Largest force on an atom (eV/A): 2.7

The geometry in XYZ format:
```
261
Properties=species:S:1:pos:R:3:mulliken_charge:R:1
C 5.096 1.239 -2.026 -0.928
C 6.389 1.270 -1.170 -0.305
N 6.141 1.213 0.298 0.406
C 5.624 -0.155 0.690 -1.352
C 7.459 1.287 1.020 -0.337
C 8.193 2.600 0.853 -1.234
C 5.192 2.276 0.770 0.118
C 4.888 2.254 2.313 -0.248
O 5.919 2.694 3.102 -0.399
C 5.586 2.485 4.521 -0.489
H 4.537 0.279 -1.902 0.226
H 5.416 1.333 -3.085 0.543
H 4.489 2.113 -1.834 -0.002
H 6.968 2.148 -1.426 0.343
H 6.940 0.340 -1.347 0.332
H 4.612 -0.107 0.286 0.498
H 5.590 -0.256 1.739 0.509
H 6.169 -0.964 0.226 0.342
H 8.148 0.539 0.609 0.588
H 7.193 1.082 2.060 0.446
H 9.234 2.364 1.012 0.439
H 7.832 3.330 1.577 0.297
H 8.064 3.102 -0.103 0.278
H 4.248 2.129 0.225 -0.191
H 5.676 3.236 0.448 0.335
H 4.558 1.223 2.568 -0.159
H 4.025 2.904 2.490 0.179
H 6.324 2.926 5.169 0.421
H 5.595 1.425 4.774 0.237
H 4.598 2.910 4.719 0.073
C 2.834 -1.873 4.168 -0.473
C 1.892 -2.744 5.005 -0.461
N 0.766 -1.993 5.755 0.464
C 0.164 -3.082 6.633 -1.030
C 1.309 -0.881 6.566 0.180
C 0.237 -0.168 7.427 -1.355
C -0.255 -1.410 4.792 0.071
C -0.533 -2.278 3.580 -0.239
O -0.953 -3.588 4.015 -0.509
C -0.829 -4.572 2.947 -0.502
H 3.632 -1.402 4.730 0.441
H 2.272 -1.079 3.658 -0.326
H 3.261 -2.515 3.365 0.319
H 2.374 -3.315 5.793 0.639
H 1.440 -3.477 4.309 0.138
H 0.974 -3.367 7.254 0.463
H -0.338 -3.798 5.996 0.224
H -0.620 -2.571 7.138 0.454
H 1.856 -0.123 5.969 -0.192
H 2.045 -1.362 7.233 0.464
H 0.809 0.507 8.028 0.494
H -0.243 -0.869 8.098 0.392
H -0.462 0.315 6.753 0.164
H 0.096 -0.424 4.444 -0.416
H -1.150 -1.202 5.366 0.624
H 0.322 -2.308 2.857 0.309
H -1.278 -1.785 2.999 -0.017
H 0.243 -4.666 2.686 0.170
H -1.485 -4.206 2.135 0.187
H -1.170 -5.570 3.342 0.286
C -1.183 -4.564 -2.869 -1.525
C -1.027 -3.238 -3.564 0.326
N 0.195 -3.202 -4.418 1.318
C 1.362 -4.070 -3.904 -1.236
C -0.052 -3.591 -5.871 -0.219
C -0.589 -5.006 -6.170 -1.412
C 0.646 -1.712 -4.462 0.399
C 1.678 -1.300 -5.510 -0.961
O 2.881 -1.969 -5.280 -0.298
C 3.863 -1.648 -6.272 -0.809
H -1.494 -5.371 -3.542 0.323
H -2.089 -4.538 -2.247 0.360
H -0.294 -4.884 -2.333 0.390
H -0.923 -2.455 -2.839 0.195
H -1.880 -3.004 -4.199 -0.208
H 1.000 -5.099 -3.943 0.553
H 1.524 -3.812 -2.836 0.173
H 2.207 -3.851 -4.505 0.414
H 0.902 -3.531 -6.361 0.371
H -0.735 -2.861 -6.299 0.221
H -0.770 -5.018 -7.222 0.459
H -1.567 -5.188 -5.689 0.282
H 0.104 -5.747 -5.832 0.353
H 1.111 -1.473 -3.493 -0.082
H -0.267 -1.090 -4.579 -0.007
H 1.812 -0.225 -5.380 0.570
H 1.295 -1.526 -6.541 0.355
H 4.811 -2.175 -6.023 0.261
H 4.046 -0.563 -6.290 0.312
H 3.648 -2.039 -7.268 0.334
C -5.844 0.945 -9.674 -1.391
C -5.108 2.037 -8.870 0.220
N -5.971 2.998 -8.075 -0.156
C -6.888 3.758 -9.018 -0.958
C -6.800 2.173 -7.038 -0.263
C -7.596 3.102 -6.113 -1.256
C -5.130 4.058 -7.425 -0.841
C -4.113 3.451 -6.477 0.595
O -4.085 4.358 -5.376 -0.457
C -3.187 3.887 -4.459 -0.104
H -5.058 0.208 -9.895 0.429
H -6.230 1.174 -10.672 0.409
H -6.610 0.417 -9.104 0.297
H -4.474 2.717 -9.453 0.389
H -4.472 1.576 -8.126 0.038
H -6.242 4.322 -9.674 0.433
H -7.568 4.351 -8.430 0.473
H -7.436 3.058 -9.697 0.322
H -6.080 1.508 -6.607 0.280
H -7.525 1.610 -7.600 0.486
H -8.012 3.921 -6.723 0.218
H -7.047 3.504 -5.249 0.288
H -8.501 2.639 -5.734 0.462
H -5.797 4.812 -6.973 0.455
H -4.607 4.533 -8.252 0.331
H -3.125 3.242 -6.929 0.440
H -4.504 2.502 -6.081 -0.571
H -2.167 3.844 -4.883 0.351
H -3.451 2.902 -4.084 -0.107
H -3.150 4.609 -3.620 0.077
C 0.140 6.075 2.049 -1.447
C 1.153 6.203 0.908 -0.897
N 1.080 5.184 -0.254 0.889
C 1.434 3.803 0.311 -0.039
C -0.418 5.032 -0.799 0.318
C -0.871 6.208 -1.529 -1.555
C 2.114 5.634 -1.209 -1.084
C 2.447 4.586 -2.291 0.674
O 1.295 4.268 -3.050 -0.332
C 1.241 3.076 -3.761 -0.335
H -0.918 6.339 1.763 0.270
H 0.374 6.804 2.773 0.642
H 0.219 5.092 2.484 0.316
H 2.107 6.002 1.382 0.488
H 1.380 7.173 0.491 0.698
H 1.333 3.122 -0.524 0.136
H 0.659 3.578 1.059 -0.485
H 2.440 3.809 0.732 0.136
H -0.995 5.032 0.145 -0.033
H -0.453 4.139 -1.410 0.220
H -1.895 6.174 -1.826 0.462
H -0.433 6.240 -2.528 0.352
H -0.661 7.124 -0.977 0.278
H 3.040 5.742 -0.630 0.454
H 1.827 6.573 -1.681 0.446
H 2.799 3.602 -1.882 -0.863
H 3.260 4.961 -2.932 0.638
H 0.262 3.097 -4.264 -0.016
H 1.345 2.217 -3.071 0.157
H 2.011 3.012 -4.550 0.380
C 4.855 -5.794 1.372 -1.402
C 4.682 -7.270 1.664 -0.252
N 5.964 -8.044 1.878 0.262
C 5.493 -9.454 2.200 -0.924
C 6.935 -7.983 0.723 -0.384
C 6.209 -8.218 -0.566 -1.293
C 6.581 -7.429 3.116 -0.212
C 8.019 -7.725 3.260 -1.003
O 8.245 -9.117 3.065 -0.294
C 9.613 -9.541 3.210 -0.782
H 5.393 -5.579 0.439 0.268
H 5.200 -5.164 2.180 0.389
H 3.847 -5.441 1.107 0.453
H 4.085 -7.779 0.894 0.455
H 4.176 -7.279 2.617 0.390
H 4.839 -9.793 1.390 0.471
H 4.816 -9.372 3.060 0.414
H 6.312 -10.097 2.410 0.306
H 7.624 -8.810 0.794 0.346
H 7.416 -7.017 0.727 0.390
H 5.580 -9.130 -0.405 0.307
H 6.974 -8.443 -1.325 0.434
H 5.649 -7.407 -0.989 0.334
H 6.035 -7.688 4.001 0.418
H 6.544 -6.324 2.946 0.060
H 8.289 -7.425 4.296 0.522
H 8.660 -7.139 2.590 0.412
H 9.901 -9.589 4.289 0.297
H 10.271 -8.857 2.652 0.343
H 9.703 -10.536 2.785 0.272
C -2.443 3.008 2.973 -0.038
C -2.608 3.644 4.353 -0.796
N -4.046 3.898 4.782 1.174
C -4.966 4.121 3.623 -1.369
C -4.479 2.661 5.546 0.026
C -5.916 2.765 6.050 -1.304
C -4.078 5.199 5.640 -0.583
C -3.600 5.008 7.067 -0.720
O -2.314 4.429 6.942 -0.121
C -1.741 4.064 8.155 -0.798
H -2.930 2.043 2.820 -0.460
H -1.399 2.780 2.864 -0.202
H -2.717 3.733 2.166 0.416
H -2.041 4.575 4.335 0.302
H -2.138 3.038 5.126 0.200
H -5.187 3.297 2.997 0.244
H -4.596 4.927 3.008 0.456
H -5.945 4.406 3.956 0.555
H -3.796 2.623 6.360 0.330
H -4.266 1.806 4.915 -0.112
H -6.188 1.872 6.623 0.430
H -6.668 2.948 5.276 0.309
H -5.912 3.557 6.797 0.300
H -5.077 5.535 5.537 0.366
H -3.423 5.943 5.158 0.366
H -4.144 4.375 7.720 0.450
H -3.535 5.991 7.512 0.542
H -0.734 3.817 7.962 0.154
H -2.231 3.153 8.525 0.358
H -1.820 4.858 8.928 0.305
C -7.201 -1.466 -1.328 -1.367
C -6.269 -0.893 -0.317 -0.480
N -4.876 -0.708 -0.880 1.166
C -4.273 -2.082 -1.114 -1.218
C -4.864 0.099 -2.175 -0.649
C -5.432 1.499 -2.015 -1.084
C -4.015 0.127 0.132 -1.041
C -3.946 -0.437 1.553 -0.133
O -4.912 0.294 2.344 -0.361
C -5.152 -0.354 3.583 -0.827
H -6.942 -2.476 -1.689 0.343
H -7.470 -0.815 -2.205 0.249
H -8.201 -1.633 -0.874 0.460
H -6.196 -1.558 0.508 0.475
H -6.619 0.075 0.005 0.442
H -3.217 -1.912 -1.347 0.374
H -4.783 -2.575 -1.896 0.402
H -4.306 -2.714 -0.227 0.351
H -5.314 -0.353 -3.051 1.000
H -3.787 0.095 -2.402 -0.187
H -5.722 1.774 -3.030 0.044
H -4.808 2.305 -1.556 0.296
H -6.390 1.491 -1.452 0.349
H -4.507 1.085 0.208 0.427
H -3.011 0.293 -0.263 0.388
H -2.935 -0.272 1.993 -0.329
H -4.085 -1.575 1.595 0.630
H -6.088 0.001 4.005 0.322
H -4.293 -0.363 4.310 0.191
H -5.363 -1.411 3.322 0.406
As 1.447 2.821 4.730 1.863
F 2.809 3.902 5.114 -0.575
F 1.715 3.194 3.081 -0.245
F 0.180 1.709 4.233 -0.082
F 1.186 2.397 6.421 -0.516
F 0.282 4.076 4.801 -0.391
F 2.532 1.479 4.610 -0.477
As 0.650 -0.280 0.082 2.622
F 0.849 -1.140 -1.360 -0.630
F 1.537 -1.401 0.970 -0.353
F 0.459 0.627 1.512 -1.215
F -0.255 0.908 -0.777 -0.465
F -0.829 -1.110 0.372 -0.520
F 2.135 0.596 -0.182 -0.669
As -3.640 -0.704 -5.735 1.959
F -4.791 0.289 -4.969 -0.323
F -2.805 0.655 -6.367 -0.517
F -2.341 -1.635 -6.458 -0.539
F -4.418 -2.022 -4.992 -0.500
F -4.688 -0.807 -7.107 -0.445
F -2.678 -0.509 -4.307 -0.296
```